Record 1
Formula: C29H52O25S4
Source: the Open Molecules 2025 dataset
Level of theory: wB97M-V/def2-TZVPD

CARTESIAN COORDINATES (ANGSTROEM)
O: -24.81942 26.07140 -19.29865
O: -28.22039 23.39164 -12.25071
H: -25.16101 24.15142 -11.44820
H: -25.68667 25.25134 -15.46069
H: -19.52336 27.99257 -14.47973
H: -26.40065 23.32409 -10.52611
H: -26.11053 25.59887 -6.15645
H: -22.46868 31.14501 -15.33606
H: -27.13011 27.25014 -13.07890
H: -20.36922 30.88540 -14.63710
C: -29.00327 21.26769 -12.53080
O: -33.29983 24.92744 -10.45323
C: -22.47036 28.44385 -8.53146
C: -32.49961 25.71059 -10.95710
O: -21.01123 29.85315 -12.93422
S: -25.18892 27.55851 -11.66296
H: -31.33932 27.94342 -17.51480
O: -26.91957 27.20069 -7.33054
H: -26.49081 25.57574 -12.53321
H: -23.33925 29.86827 -14.59339
H: -21.73661 27.68923 -10.36342
O: -20.51444 26.43118 -13.67607
H: -31.27223 32.50055 -13.10840
O: -24.30724 21.74297 -8.87057
H: -23.97038 26.19979 -13.31611
H: -28.45812 29.85221 -10.94568
O: -25.39325 24.98979 -17.51010
C: -30.46788 31.76533 -13.13213
C: -24.09248 27.26314 -13.10999
C: -23.64063 25.09903 -16.11979
O: -20.29073 27.77368 -8.96842
C: -18.38815 26.11229 -14.29997
H: -31.76801 28.67099 -11.85564
O: -24.72362 26.60992 -10.56901
C: -28.47266 30.26474 -11.95449
H: -28.64822 27.22645 -17.95632
C: -27.54035 22.84813 -13.29985
C: -21.85420 30.63782 -12.27162
C: -20.21597 28.60187 -7.88957
H: -28.71496 20.37461 -11.97638
C: -29.05816 22.43748 -11.65930
O: -27.96067 21.68250 -13.45857
H: -29.74579 32.02237 -13.90712
H: -22.48600 23.35894 -11.43150
C: -25.37071 23.24844 -10.87483
C: -22.52492 30.56972 -14.41194
O: -20.31436 25.63817 -11.62641
C: -22.55518 23.37857 -10.34388
O: -18.59495 25.59963 -13.02901
H: -25.18121 23.66810 -16.03928
H: -21.04661 29.24481 -14.94529
H: -20.03148 26.93858 -15.67375
H: -30.84894 26.55406 -12.89410
H: -30.06998 22.83833 -11.59904
H: -27.98589 24.69192 -6.82668
H: -25.45290 25.80069 -7.79995
H: -31.39067 28.02902 -10.20170
C: -19.85019 25.89438 -12.67966
O: -26.88719 23.52153 -14.13377
C: -31.21192 27.88349 -16.43393
H: -21.79700 26.35611 -9.19936
O: -29.32793 27.52996 -14.48543
O: -21.45596 29.06200 -7.63986
O: -31.25402 25.52926 -11.27650
H: -23.12671 27.78163 -7.96686
C: -27.42985 25.00235 -7.71130
H: -30.90079 30.78461 -13.32933
O: -22.63024 31.24984 -13.20429
S: -24.20238 23.16011 -9.41116
C: -27.89999 27.16393 -8.29138
O: -21.98679 30.62852 -11.04461
H: -24.11864 27.98780 -13.92380
O: -23.53951 25.97945 -17.28070
C: -30.75825 26.74376 -11.82457
O: -30.78721 30.93761 -10.63931
S: -29.66440 27.08140 -15.85724
H: -18.29167 25.22801 -14.92991
O: -28.20553 25.87636 -8.52992
H: -32.10016 27.38338 -16.04789
H: -27.57446 28.04303 -16.95758
H: -29.91395 21.09671 -13.10485
H: -25.22681 22.34370 -11.46545
H: -22.27713 24.39822 -10.07722
H: -29.70764 26.99741 -11.68325
O: -28.51607 28.08418 -8.82034
H: -27.01835 24.14924 -8.25070
H: -27.58515 30.57833 -12.50410
H: -23.39766 25.75347 -15.28266
C: -24.56067 25.71901 -18.12529
H: -27.31453 26.66270 -11.43977
H: -28.97348 29.46369 -12.49818
C: -28.64593 27.91360 -17.11020
H: -31.39955 28.87643 -16.02532
H: -22.85703 29.22782 -9.18260
H: -22.97488 24.23899 -16.04755
C: -19.66443 26.92484 -14.64750
C: -25.07206 24.74038 -16.20182
C: -31.68736 27.78750 -11.22236
C: -21.10742 30.14378 -14.33190
H: -28.96844 28.90812 -17.41842
H: -21.88020 22.61793 -9.95154
H: -23.06559 27.29773 -12.74612
C: -26.66407 26.62927 -12.31377
O: -32.89214 27.04880 -11.15618
S: -29.69441 31.65108 -11.47670
O: -19.20128 28.79377 -7.18633
H: -28.70603 22.21848 -10.65126
C: -26.33741 25.91763 -7.17381
C: -21.62769 27.42707 -9.31104
H: -17.42205 26.61696 -14.29227

Cartesian forces, eV/Å:
O 2.04 -0.37 3.45
O 1.18 1.45 -0.09
H 0.21 -0.06 0.08
H -0.26 0.25 -0.41
H 0.31 0.04 0.41
H 0.16 -0.12 0.26
H 0.00 0.86 0.13
H -0.97 1.13 0.30
H 0.00 -0.42 -0.38
H -0.17 0.07 0.15
C 0.61 -0.85 -1.13
O 2.17 1.01 -1.52
C 1.69 -1.01 0.59
C -4.22 0.51 2.07
O 1.69 -0.60 0.39
S -0.31 -2.16 -0.75
H 0.51 -0.24 -0.01
O -0.36 1.20 -0.38
H 0.39 0.34 -0.44
H 0.29 -0.53 0.44
H 0.05 -0.49 -0.14
O -2.39 0.37 -0.44
H 0.12 0.05 0.13
O 0.18 1.31 -0.68
H -1.33 -0.19 -0.67
H 1.32 -0.01 0.12
O -3.99 -1.97 0.05
C -0.04 0.09 0.23
C 1.34 -0.41 1.32
C 0.58 1.77 0.35
O 1.45 -0.07 0.71
C 0.88 -0.40 -2.17
H -0.19 -0.03 0.30
O 0.23 0.69 -0.31
C -1.82 0.34 0.82
H -0.42 0.05 -0.24
C 0.29 5.89 -2.21
C -1.19 -1.06 1.92
C 1.44 -0.80 1.43
H 0.16 -0.10 -0.48
C -0.99 1.21 1.84
O -0.47 -5.50 -1.28
H 0.10 0.02 0.12
H -0.79 -0.32 -0.05
C 0.69 0.11 0.59
C 0.93 0.90 -2.07
O -0.69 -0.33 1.19
C -0.71 0.24 0.51
O -0.25 0.33 1.18
H -0.35 0.07 0.16
H 0.60 -0.19 0.19
H -0.26 -1.05 0.10
H -0.18 0.81 -0.14
H 0.10 0.23 0.16
H -0.63 -0.32 -0.43
H 0.20 0.48 0.05
H 0.20 0.36 -0.10
C 0.40 -0.85 0.74
O -1.24 -2.28 3.28
C -1.03 0.30 0.52
H -0.08 0.25 0.47
O -0.19 0.51 0.14
O -0.60 -0.02 0.21
O 1.15 -0.98 0.73
H -0.65 1.19 0.38
C 0.33 0.37 0.81
H 0.09 -0.02 0.03
O -1.27 1.65 2.01
S -0.01 -1.07 -1.19
C -1.24 0.98 -0.25
O 0.33 0.68 -3.27
H -0.68 -0.38 -0.19
O 1.50 -0.11 -1.01
C 0.40 1.00 -1.29
O 1.87 1.15 -1.26
S 0.04 0.17 -0.95
H 0.03 0.14 -0.52
O -0.11 -0.63 -0.53
H 0.25 -0.74 0.06
H 0.01 -0.40 1.03
H 0.20 -0.07 -0.07
H 0.07 0.00 0.03
H 0.32 -0.19 0.19
H 0.01 -0.74 0.68
O 2.14 -1.93 1.53
H -0.34 0.14 -0.18
H 0.10 0.14 0.66
H -0.02 -0.10 0.02
C 0.37 2.19 -4.02
H -0.18 -0.02 0.08
H -0.39 0.37 -0.50
C 0.55 0.19 -0.70
H 0.89 0.33 0.03
H -0.36 -0.24 0.43
H 0.29 0.16 -0.94
C 2.27 1.15 -0.19
C -0.10 -1.87 2.10
C 0.70 -0.36 -0.65
C -0.43 -1.90 -0.07
H -0.49 -0.11 0.15
H -0.08 0.22 0.28
H 0.27 1.04 0.67
C 0.19 1.40 0.98
O 0.04 -1.63 0.07
S -1.32 -2.24 -0.41
O -3.40 -0.26 -2.69
H 0.03 0.09 0.07
C 0.13 -1.18 -1.00
C 0.41 1.57 -1.50
H -0.29 0.42 -0.25

Calculated values
* orbital gap (spin up / spin down): 1.847 / 9.024 eV
* E_LUMO (spin up / spin down): 1.6387 / 1.6100 eV
* ΔE to the lowest compared entry with this formula, charge and spin: 0.0 kcal per mole
* spin multiplicity: 2
* net charge: -1

Record 2
Formula: C29H53FIN3O10PS3
Source: the Open Molecules 2025 dataset
Level of theory: wB97M-V/def2-TZVPD

CARTESIAN COORDINATES (ANGSTROEM)
H: 6.48374 0.65960 0.71701
C: 5.82744 1.51810 1.11518
C: -2.61480 -0.42869 2.25171
C: 4.37963 -3.16770 2.56220
C: -0.52076 -0.72097 -0.92503
C: 0.71701 -3.68316 -0.77787
C: -4.93839 -3.43062 3.23400
C: -2.43331 -1.61022 3.35680
H: -2.32829 1.04885 -1.71501
H: -0.04319 1.34075 -3.58850
H: 1.91469 4.50266 -2.27439
O: 1.20592 6.81532 -1.15066
H: -3.39865 -0.81733 1.52076
C: -2.76358 2.48621 -0.11931
H: 3.93754 5.75456 -4.18991
H: 1.27070 -2.80341 -1.25184
H: 0.25317 -4.34527 -1.58720
O: 2.91060 6.99761 -2.95246
H: -3.63094 2.39649 2.04319
C: -2.35527 1.00381 -0.55595
O: -6.12719 -5.30314 0.95724
H: -5.09887 -1.19291 3.01642
S: 2.50496 7.36967 -1.43116
H: -1.68709 -2.59843 -1.65752
H: -4.02566 -4.03300 3.56818
C: 4.29978 1.42875 0.55232
H: 1.55433 4.94986 -3.93501
H: -2.39781 -1.85705 -0.14856
H: 5.87831 1.45356 2.25689
H: 3.00644 0.74543 -2.77813
O: 1.99756 2.23561 -1.56383
C: -0.53394 -3.17666 0.13583
O: -3.01417 -0.98810 -3.16001
F: -0.07157 3.10663 -2.06045
N: 0.41962 0.92015 -2.75511
C: 4.30846 1.34494 -1.04545
H: 3.78794 2.38170 0.96349
H: -3.08188 0.44646 2.83185
C: -3.69765 -5.30095 0.67997
O: 3.63520 7.12854 -0.57367
H: 3.86246 0.48449 1.06137
H: 0.48293 -0.97383 -0.39700
C: 3.61300 -2.79934 0.18934
C: -0.12975 -0.41772 -2.43691
N: 2.76979 -3.80866 0.80909
H: 3.44674 -2.46782 -0.88259
H: -1.16359 -4.06946 0.45926
C: 0.58993 1.86823 -1.66923
O: -0.96799 -2.04669 -4.81105
H: -0.06333 -2.74169 1.09004
C: 2.35874 4.64792 -3.25910
H: -7.18450 -4.00494 3.22969
C: 2.33317 9.11507 -1.67043
O: -5.11723 -3.34443 1.79170
I: -3.03351 5.02182 1.57353
H: -0.61151 -1.63705 -5.64013
H: 2.09180 -5.40145 -0.44175
H: -0.07836 2.45176 0.38943
H: -1.89030 -4.90296 2.61547
H: 3.30313 9.53109 -1.94078
H: -6.49164 -3.72359 4.93726
H: -5.49599 -1.83889 4.68407
H: 1.01263 0.99879 0.33091
C: 3.14159 -4.04853 2.18484
H: 1.59996 9.29386 -2.45667
C: -5.09090 -4.63348 1.18212
S: -2.64600 -5.95167 2.06172
H: 0.97097 -5.06889 1.00892
H: -3.19765 -4.49237 0.03469
C: 1.63980 -4.56992 0.21207
C: -6.26052 -4.11739 3.89063
C: 4.65709 -2.37627 1.24542
H: -3.56955 -0.18308 -3.26392
H: -2.15058 3.31474 -0.64436
O: -3.43664 -1.67423 4.36903
S: -0.94484 -0.07473 1.57222
H: -3.84617 2.65199 -0.49628
H: -3.24615 0.31827 -0.32552
H: 4.97571 0.45041 -1.32685
H: 0.72605 -1.16686 -2.68299
H: 4.94191 -3.12941 3.55584
H: 1.98724 9.54979 -0.73245
C: 3.44780 5.70257 -3.21435
C: -4.74924 -1.93974 3.80844
C: 2.84715 1.06589 -1.68824
H: -1.73929 2.64514 1.93844
P: -1.44697 -0.75175 -3.77075
H: -3.89255 -6.18629 -0.02888
H: 2.67253 -4.74796 2.96198
H: 2.76315 3.68970 -3.59231
C: -2.76524 2.82514 1.43829
H: -6.04978 -5.24440 4.01301
O: -1.46037 -2.40004 3.36598
H: 6.33964 2.50456 0.82413
H: 5.49261 -1.60559 1.06790
C: -1.39567 -2.05689 -0.67919
H: 4.81746 2.27298 -1.49261
C: 0.11012 1.48608 -0.20885
N: -1.02456 0.49281 -0.12622
H: 2.39771 0.19148 -1.10263
H: 4.21757 5.44568 -2.48072

Cartesian forces, eV/Å:
H -1.06 1.25 0.46
C 0.17 -0.02 -0.14
C -1.48 -0.54 1.26
C -3.15 -0.69 -4.67
C 1.27 -1.94 0.09
C -1.36 -0.47 1.38
C -0.93 0.27 2.16
C 2.14 -2.17 0.55
H 0.17 -0.13 1.89
H 0.39 -0.26 0.88
H 0.13 0.06 -0.18
O 0.67 -0.01 0.15
H 1.21 0.50 0.73
C -0.40 0.76 0.26
H -0.06 0.35 0.13
H -0.63 -1.34 0.69
H 0.98 0.89 0.92
O -0.19 0.67 0.69
H 1.32 0.46 -0.97
C -2.12 1.52 -2.08
O 3.61 3.21 1.13
H 0.77 -0.82 0.95
S 0.07 0.36 -0.60
H 0.48 1.24 1.26
H -1.15 0.77 -0.84
C 1.27 0.32 0.84
H 0.13 0.01 -0.04
H 1.58 -0.10 -0.82
H -0.31 0.09 -1.60
H -0.55 0.60 1.50
O -1.68 -1.29 0.16
C 1.09 0.97 -0.41
O 1.39 -0.65 0.41
F 0.99 -2.22 0.89
N -1.65 0.22 1.08
C -0.39 -0.29 0.43
H 0.48 -1.63 -0.89
H 0.89 -1.15 -1.05
C -0.45 1.98 -0.58
O -0.61 -0.29 -0.23
H 0.35 1.49 -1.10
H -1.63 0.64 -0.73
C 1.54 -0.41 3.85
C 0.71 -2.17 0.50
N 1.11 0.90 2.51
H 0.39 -0.63 1.72
H 0.76 1.23 -0.66
C 0.99 1.44 -0.95
O -0.37 1.06 1.87
H -0.93 -0.46 -1.32
C -0.21 0.14 0.21
H 1.42 0.00 0.83
C 0.03 0.02 -0.16
O 1.06 -1.95 -0.33
I 0.07 -1.02 0.04
H -0.68 -0.24 1.09
H -0.64 1.05 1.11
H -0.09 -1.52 -1.16
H -1.07 -0.52 -1.00
H -0.08 -0.10 0.02
H 0.46 -0.41 -1.47
H 1.54 0.01 -1.33
H -1.50 0.64 -0.98
C 3.72 2.96 0.27
H 0.06 -0.08 0.07
C -2.38 -3.25 -1.29
S 0.36 0.40 0.05
H 1.31 1.00 -1.09
H -0.38 -1.19 1.06
C 0.01 -0.50 -1.98
C 0.45 -0.71 0.04
C -2.75 -2.19 -0.09
H 0.85 -0.74 -0.45
H -0.72 -1.69 0.72
O 1.22 0.05 -2.89
S -0.39 -0.11 1.55
H 1.75 -0.45 0.51
H 1.86 0.57 -0.04
H -1.07 1.22 0.29
H -1.48 0.86 0.56
H -1.07 -0.09 -1.81
H 0.03 -0.18 -0.01
C 0.18 -0.97 -0.30
C -2.30 -0.49 0.16
C 1.89 -0.51 0.30
H -1.89 0.17 -0.74
P -0.78 2.22 -3.36
H -0.04 1.35 1.48
H 0.35 1.01 -1.99
H 0.04 0.10 0.00
C 0.55 0.24 -0.01
H -0.44 1.73 -0.29
O -3.75 3.29 -0.09
H -0.86 -1.44 0.29
H -1.61 -1.46 0.29
C -0.13 -1.20 0.13
H -0.99 -1.27 0.61
C 1.73 1.12 0.67
N -0.06 -0.55 -0.34
H 0.56 0.93 -0.76
H -0.09 0.18 0.06

Calculated values
* orbital gap: 6.935 eV
* E_LUMO: -3.1378 eV
* net charge: +1